# 1
142
Properties=species:S:1:pos:R:3 method="wB97M-V/def2-TZVPD" mol_weight_g_mol=1182.8 charge=+1 spin_multiplicity=1
C 5.531 0.552 -4.567
C 5.604 1.448 -3.191
C 6.321 0.681 -1.918
C 5.245 -0.132 -0.965
C 4.364 -1.222 -1.854
C 2.812 -0.674 -2.155
C 1.950 -2.042 -2.583
C 1.357 -2.771 -1.242
N -0.073 -3.327 -1.418
C -0.128 -4.534 -2.129
C 1.170 -5.380 -2.755
C 1.570 -4.952 -4.282
N 3.076 -5.167 -4.439
C -1.676 -5.045 -2.194
N -1.720 -6.081 -1.098
C -2.302 -7.257 -1.487
S -2.991 -8.670 -2.219
O -2.428 -5.171 -3.422
C -1.774 -5.860 -4.517
C -1.493 -4.741 -5.706
C -2.461 -3.752 -1.473
N -3.368 -3.217 -2.602
C -3.655 -4.224 -0.399
C -4.869 -5.077 -1.080
C -6.299 -4.234 -0.907
Cl -6.651 -4.105 0.947
C -1.347 -2.675 -0.834
C -1.254 -1.180 -1.513
C -0.621 -0.007 -0.574
O 0.151 1.011 -1.310
C -0.582 1.540 -2.470
C -1.548 2.900 -2.349
O -0.511 1.028 -3.731
C -1.120 -2.870 0.773
C -2.160 -2.100 1.761
C -1.311 -1.376 3.000
O -3.075 -1.142 1.139
H 5.833 1.233 -5.500
H 4.454 0.111 -4.781
H 6.252 -0.364 -4.422
H 4.543 1.854 -2.841
H 6.243 2.419 -3.446
H 6.766 1.548 -1.232
H 7.255 0.024 -2.231
H 5.826 -0.626 -0.076
H 4.483 0.648 -0.533
H 4.911 -1.559 -2.838
H 4.287 -2.192 -1.163
H 2.898 0.101 -3.028
H 2.453 -0.205 -1.144
H 2.778 -2.780 -3.024
H 1.175 -1.847 -3.437
H 2.106 -3.603 -0.828
H 1.368 -1.937 -0.387
H 2.093 -5.408 -2.039
H 0.779 -6.507 -2.817
H 1.046 -5.694 -5.021
H 1.235 -3.851 -4.587
H 3.248 -5.750 -5.288
H 3.472 -4.203 -4.526
H -0.856 -6.530 -4.257
H -2.584 -6.601 -4.990
H -0.526 -4.947 -6.334
H -1.297 -3.714 -5.130
H -2.460 -4.556 -6.358
H -2.838 -2.616 -3.265
H -4.074 -2.563 -2.159
H -4.145 -3.193 -0.046
H -3.229 -4.716 0.573
H -5.017 -6.051 -0.406
H -4.685 -5.461 -2.166
H -6.274 -3.176 -1.409
H -7.140 -4.948 -1.330
H -0.749 -1.301 -2.573
H -2.381 -0.859 -1.743
H -1.544 0.576 -0.090
H 0.033 -0.369 0.326
H -2.650 2.651 -2.043
H -1.464 3.433 -3.414
H -0.982 3.613 -1.602
H -0.027 -2.581 1.156
H -1.199 -4.043 0.983
H -2.816 -2.939 2.295
H -1.001 -2.222 3.783
H -2.114 -0.712 3.577
H -0.383 -0.765 2.627
H -2.815 -0.244 1.531
C 2.447 -0.824 6.987
C 1.058 -0.257 6.704
O 1.201 0.497 5.503
S 2.340 -0.204 4.569
O 1.673 -1.039 3.595
O 3.317 0.797 4.210
O 2.984 -1.172 5.712
H 3.098 -0.067 7.436
H 2.410 -1.702 7.638
H 0.694 0.377 7.516
H 0.336 -1.058 6.516
C 0.518 5.424 4.592
C -0.130 4.868 3.327
O 0.096 3.461 3.380
S 0.105 2.984 4.940
O -1.207 2.470 5.263
O 1.322 2.246 5.185
O 0.251 4.463 5.612
H 1.604 5.505 4.477
H 0.109 6.399 4.871
H 0.301 5.293 2.417
H -1.212 5.037 3.331
C -5.786 -2.172 -4.787
C -6.842 -3.245 -4.537
O -7.994 -2.809 -5.254
S -7.514 -1.994 -6.583
O -7.545 -2.904 -7.706
O -8.172 -0.708 -6.593
O -5.958 -1.778 -6.147
H -5.957 -1.295 -4.154
H -4.772 -2.545 -4.623
H -7.071 -3.364 -3.475
H -6.530 -4.209 -4.952
C -1.301 9.598 7.291
C -1.427 10.197 5.893
O -0.086 10.398 5.452
S 0.864 9.240 6.096
O 1.030 8.193 5.112
O 1.976 9.878 6.762
O -0.184 8.712 7.228
H -1.080 10.372 8.033
H -2.202 9.055 7.590
H -1.979 11.139 5.892
H -1.906 9.493 5.205
C 4.891 6.555 4.291
C 5.953 7.383 3.573
O 5.356 7.765 2.336
S 3.750 7.945 2.557
O 3.477 9.350 2.761
O 3.060 7.145 1.571
O 3.649 7.192 3.999
H 4.852 5.535 3.894
H 5.057 6.518 5.371
H 6.874 6.820 3.399
H 6.185 8.296 4.131

---

# 2
122
Properties=species:S:1:pos:R:3 method="wB97M-V/def2-TZVPD" mol_weight_g_mol=958.8 charge=+1 spin_multiplicity=1 relative_energy_ev=12.669
C -1.933 2.657 0.731
C -2.550 1.648 0.127
C -3.571 0.908 -0.913
C -5.128 1.311 -0.623
C -5.196 2.797 0.004
C -4.638 4.108 -0.684
C -4.697 5.535 0.015
C -5.327 5.691 1.450
C -5.935 4.394 2.132
C -5.875 2.966 1.428
C -6.545 1.748 2.272
C -3.278 1.275 -2.458
C -1.706 1.054 -2.729
N -1.142 -0.241 -2.208
C -0.116 -0.722 -3.201
I -0.910 -1.519 -5.066
C 0.949 -1.806 -2.612
C 2.290 -1.652 -3.552
I 0.142 -3.804 -3.118
C -2.158 -1.259 -1.787
C -3.276 -0.687 -0.742
C -2.876 -1.041 0.798
C -3.165 -2.640 1.000
C -2.282 -3.288 2.188
C -0.747 -3.633 1.726
C 0.127 -3.720 3.071
C 1.650 -4.210 2.893
C 2.265 -4.105 1.409
C 2.824 -2.650 0.981
C 2.087 -1.393 1.670
C 2.827 -0.037 1.109
C 2.657 1.226 2.117
C 1.542 2.208 1.472
C 1.388 3.642 2.249
C 0.277 3.638 3.436
C -0.171 2.175 3.954
H -1.441 3.579 1.238
H -5.711 1.326 -1.633
H -5.644 0.508 0.029
H -4.155 4.077 -1.724
H -4.239 6.437 -0.539
H -5.332 6.727 1.962
H -6.394 4.533 3.177
H -5.883 0.810 2.289
H -6.883 2.107 3.318
H -7.530 1.443 1.723
H -3.844 0.485 -3.099
H -3.671 2.300 -2.800
H -1.119 1.911 -2.198
H -1.531 1.230 -3.861
H -0.603 0.007 -1.338
H 0.515 0.217 -3.493
H 1.187 -1.684 -1.494
H 2.479 -0.567 -3.884
H 3.239 -2.015 -3.016
H 2.200 -2.275 -4.534
H -2.740 -1.758 -2.639
H -1.593 -2.104 -1.213
H -4.255 -1.289 -0.949
H -3.542 -0.495 1.563
H -1.759 -0.859 1.002
H -4.276 -2.730 1.328
H -2.993 -3.209 0.012
H -2.753 -4.316 2.481
H -2.294 -2.664 3.170
H -0.379 -2.871 0.947
H -0.762 -4.688 1.227
H -0.394 -4.485 3.783
H 0.094 -2.710 3.650
H 1.814 -5.284 3.320
H 2.306 -3.524 3.574
H 3.192 -4.818 1.394
H 1.570 -4.528 0.570
H 3.937 -2.611 1.336
H 2.887 -2.540 -0.180
H 0.971 -1.273 1.365
H 2.167 -1.400 2.832
H 3.955 -0.315 1.046
H 2.377 0.168 0.066
H 3.627 1.829 2.246
H 2.384 0.794 3.147
H 0.510 1.685 1.309
H 1.901 2.483 0.393
H 2.443 3.952 2.629
H 1.081 4.478 1.493
H 0.725 4.222 4.336
H -0.671 4.188 3.067
H -0.900 2.283 4.861
H 0.704 1.526 4.345
H -0.790 1.629 3.128
C 0.118 4.978 -2.957
O 1.168 5.019 -2.337
N -0.029 5.532 -4.183
N -0.994 4.373 -2.471
H -0.885 5.509 -4.709
H 0.776 5.991 -4.579
H -0.924 3.948 -1.558
H -1.868 4.328 -2.965
C 5.580 -5.219 -1.463
O 5.953 -4.289 -2.162
N 4.271 -5.485 -1.240
N 6.442 -6.065 -0.853
H 3.943 -6.244 -0.669
H 3.598 -4.876 -1.679
H 7.426 -5.900 -0.995
H 6.155 -6.835 -0.275
C 3.478 1.687 6.034
O 2.832 2.353 5.238
N 3.349 1.823 7.374
N 4.379 0.755 5.644
H 3.870 1.286 8.044
H 2.687 2.508 7.704
H 4.504 0.623 4.652
H 4.919 0.198 6.282
C 3.774 -2.110 -8.513
O 4.631 -2.256 -9.367
N 2.973 -3.122 -8.100
N 3.545 -0.922 -7.901
H 2.262 -3.022 -7.399
H 3.112 -4.022 -8.532
H 4.121 -0.144 -8.181
H 2.844 -0.782 -7.196

---

# 3
139
Properties=species:S:1:pos:R:3 method="wB97M-V/def2-TZVPD" mol_weight_g_mol=1145.3 spin_multiplicity=1
C -4.996 -4.444 1.816
C -4.952 -3.071 0.862
N -5.616 -2.980 -0.341
C -4.096 -1.779 1.458
C -2.443 -1.999 1.327
O -1.878 -2.801 2.408
S -0.168 -2.651 2.525
O 0.385 -4.068 2.890
O 0.094 -1.743 3.736
C 0.425 -2.036 0.861
C 2.004 -2.259 0.514
Cl 2.474 -3.228 -1.049
C 3.191 -1.798 1.271
C 4.751 -2.140 0.771
Cl 3.010 -0.786 2.789
C -0.229 -0.595 0.416
C 0.571 0.743 0.889
C 1.938 1.107 0.067
C 1.799 2.513 -0.828
O 2.243 3.641 0.052
C -0.191 -0.575 -1.244
C -1.384 -1.396 -1.986
C -1.372 -3.020 -2.355
C -2.568 -3.819 -3.139
C -3.919 -3.016 -3.640
C -3.984 -1.406 -3.304
C -2.757 -0.595 -2.508
C -3.004 1.025 -2.320
C -1.757 -0.550 1.040
P -1.986 0.542 2.585
C -3.335 1.871 2.126
O -2.674 -0.304 3.938
H -6.142 -4.769 1.821
H -4.724 -4.161 2.921
H -4.290 -5.247 1.332
H -6.080 -3.913 -0.453
H -4.443 -1.661 2.582
H -4.439 -0.841 0.833
H -2.316 -2.641 0.328
H -0.109 -2.804 0.108
H 5.526 -1.932 1.624
H 5.018 -1.494 -0.195
H 4.882 -3.273 0.460
H 0.819 0.821 2.030
H -0.165 1.659 0.667
H 2.380 0.259 -0.599
H 2.777 1.360 0.878
H 0.699 2.733 -1.164
H 2.579 2.471 -1.702
H 1.463 3.924 0.636
H -0.227 0.557 -1.602
H 0.838 -0.994 -1.681
H -0.386 -3.596 -2.005
H -2.416 -4.973 -3.366
H -4.744 -3.633 -4.200
H -4.955 -0.817 -3.658
H -2.138 1.591 -1.774
H -3.967 1.158 -1.636
H -3.283 1.530 -3.360
H -2.423 -0.028 0.196
H -3.805 1.685 1.062
H -4.165 1.974 2.959
H -2.784 2.923 2.092
H -2.813 0.418 4.644
O 4.724 0.987 -3.196
S 5.665 2.086 -3.118
O 6.114 2.797 -4.295
O 6.968 1.608 -2.264
C 7.658 0.436 -2.671
C 8.538 0.702 -3.878
C 5.054 3.273 -1.947
H 6.956 -0.381 -2.866
H 8.288 0.127 -1.831
H 7.935 0.924 -4.763
H 9.161 -0.168 -4.103
H 9.185 1.568 -3.703
H 4.758 2.750 -1.035
H 4.190 3.771 -2.391
H 5.839 4.002 -1.741
O -0.866 3.053 5.609
S -1.222 2.731 6.975
O -2.439 2.024 7.306
O -1.141 4.086 7.877
C -1.881 5.226 7.463
C -3.354 5.082 7.797
C 0.142 1.880 7.730
H -1.733 5.418 6.395
H -1.473 6.086 8.006
H -3.816 4.289 7.203
H -3.889 6.014 7.594
H -3.488 4.816 8.851
H 1.060 2.435 7.528
H 0.202 0.883 7.291
H -0.039 1.804 8.803
O -1.468 -7.145 -0.728
S -0.953 -8.357 -0.125
O -1.655 -9.045 0.936
O 0.587 -8.103 0.343
C 0.867 -7.006 1.200
C 0.473 -7.307 2.634
C -0.603 -9.526 -1.415
H 0.379 -6.095 0.838
H 1.947 -6.832 1.155
H -0.613 -7.395 2.733
H 0.810 -6.511 3.303
H 0.906 -8.257 2.963
H -0.030 -9.028 -2.199
H -1.555 -9.882 -1.815
H -0.042 -10.362 -0.992
O -2.285 5.063 0.990
S -2.688 6.227 1.752
O -3.962 6.879 1.544
O -1.507 7.347 1.673
C -1.050 7.766 0.395
C -2.022 8.735 -0.251
C -2.526 5.855 3.481
H -0.860 6.904 -0.252
H -0.090 8.271 0.549
H -2.962 8.238 -0.503
H -1.601 9.150 -1.170
H -2.263 9.556 0.433
H -1.546 5.408 3.657
H -3.314 5.149 3.749
H -2.642 6.777 4.053
O 0.357 1.170 -7.320
S 0.812 -0.190 -7.524
O 0.500 -1.252 -6.591
O 2.420 -0.178 -7.786
C 3.261 0.454 -6.832
C 3.461 -0.417 -5.606
C 0.325 -0.713 -9.149
H 2.869 1.439 -6.559
H 4.230 0.616 -7.317
H 2.529 -0.525 -5.044
H 4.210 0.018 -4.939
H 3.783 -1.424 -5.894
H 0.601 0.061 -9.868
H -0.757 -0.855 -9.148
H 0.824 -1.656 -9.381

---

| no. | calculated total energy (a.u.) |
| --- | --- |
| 1 | -6324.8920 |
| 2 | -2840.3643 |
| 3 | -6662.7056 |